1.
Density functional theory data (ωB97M-V/def2-TZVPD) for 2 unconnected molecules or ions with the total composition C4H9NOS.

Geometry as XYZ:
```
16
Properties=species:S:1:pos:R:3:lowdin_charge:R:1
H 2.10770 1.33046 1.04600 0.068
C 0.79479 0.05261 -0.11451 -0.682
C -1.98533 -0.11651 0.06714 -0.380
H 0.08580 1.44186 -1.56157 0.047
H 0.27739 0.10699 -2.24481 0.054
O -2.50824 0.85660 0.47829 0.073
H 1.07313 0.50119 2.17028 0.096
C 1.12310 0.87088 1.08940 -0.161
H 2.00646 -1.65339 0.89831 -0.173
H -1.62260 -2.06875 -0.12396 0.065
N -2.29688 -1.37445 0.14519 0.138
C 0.73492 0.65245 -1.47506 -0.169
H 1.73126 0.90103 -1.79995 0.081
H 0.47469 1.76319 1.26971 0.085
H -3.25163 -1.56948 0.31211 0.099
S 1.25544 -1.69467 -0.15657 0.757
```

Summary:
LUMO level (spin up / spin down) = 0.308 / 0.520 eV
Kohn-Sham gap (spin up / spin down) = 7.463 / 8.081 eV

---

2.
Density functional theory data (ωB97M-V/def2-TZVPD) for a molecular structure, C34H44CsN8O6S2Sb3.

Geometry as XYZ:
```
98
Properties=species:S:1:pos:R:3:lowdin_charge:R:1
C -3.49691 -6.95239 0.20970 -0.027
C 7.51868 -2.80063 2.47468 -0.479
C 5.41498 -1.86811 2.51425 -0.432
C 1.63502 4.18338 4.33750 -0.070
H -6.40773 1.34028 -2.63265 0.088
C -2.29396 6.17675 -1.98508 -0.388
O 2.08000 4.52902 -0.34199 -0.340
H -3.87656 5.38728 0.66547 0.048
N -1.71221 -8.00060 -1.22926 0.054
H 2.57080 -1.12553 -4.65701 -0.015
H 4.27334 -1.25924 -4.15448 -0.009
N 0.92430 -2.34462 -0.59780 0.078
H -3.06587 4.04188 1.47341 0.024
H -3.30656 -1.01266 -1.69231 -0.010
H 4.69747 5.56429 3.95904 0.096
N -0.24693 -6.44502 -1.00356 -0.053
H -2.97362 6.97198 -1.67178 -0.020
C 1.43951 3.63865 3.06519 -0.194
H -0.15606 -1.56074 -2.27030 0.093
H 3.05853 -4.41490 0.65877 0.091
C 3.78460 5.03443 3.71517 -0.087
H -1.49066 6.62421 -2.57343 -0.020
C -1.30126 -6.01443 -0.25215 -0.150
H -0.86794 -4.04286 0.59366 0.095
H -1.49600 -0.32829 2.93957 -0.011
C 4.63892 -0.33937 -1.15713 -0.348
C -4.13965 3.53259 -0.34005 -0.263
O 1.46976 2.23665 0.24482 -0.671
N 4.24890 -1.83499 2.44070 -0.030
C -1.56939 -4.86001 0.49962 0.006
N -0.53422 -7.63104 -1.57241 0.036
H -3.92083 -1.55442 -0.11170 -0.004
N 6.69811 -1.79981 2.61906 0.025
H 2.33398 -3.06173 1.49333 0.016
Sb -1.40128 5.15141 -0.28703 1.376
H 4.13491 2.61954 -2.66807 -0.009
S -0.11431 2.71109 2.89936 0.433
O 0.27794 1.29836 2.78061 -0.649
C -2.24094 -7.03135 -0.40590 -0.243
C 0.28241 -3.71573 -2.25397 -0.055
C 1.34604 -3.54966 -0.31349 -0.383
C -4.93084 4.09599 -1.35060 -0.079
H 4.97079 0.52794 -0.58527 -0.003
C -5.02196 1.38340 -0.99965 -0.075
C 0.27056 -2.43583 -1.80797 -0.170
H -1.14032 -1.82037 2.05073 -0.013
H -5.07097 0.31203 -0.84719 0.083
H -2.83323 5.46098 -2.60647 -0.019
C 1.06762 -5.85769 -1.21447 -0.068
H 0.84925 4.04306 5.06465 0.098
H -4.71892 -5.72538 1.44623 0.099
C 3.99046 1.78835 -3.35763 -0.342
C -0.90504 3.46323 -1.49000 -0.327
C -3.02086 -1.34698 -0.69429 -0.356
C -3.75932 -5.83215 0.95778 -0.084
H -0.30974 2.77356 -0.89734 -0.056
H -2.44526 -2.26889 -0.79120 -0.036
C 3.60711 4.50545 2.45227 -0.069
S 2.43389 3.31780 0.37187 0.353
C 2.10491 -3.94643 0.90598 -0.009
H 4.95631 1.40354 -3.68719 -0.002
H -6.32925 3.81366 -2.94892 0.089
H -1.82119 3.00234 -1.86787 0.002
H -4.22324 -7.74406 0.08530 0.106
Sb -1.77481 0.14583 0.28527 1.379
H 3.02012 -2.24669 -3.36618 -0.024
C -3.32681 4.45572 0.50703 -0.332
H -3.05669 -3.91624 1.67029 0.099
H -4.08513 0.70724 1.43369 0.061
C -5.78016 1.95895 -2.00226 -0.114
H -2.99072 2.08257 1.64150 0.030
C 2.44526 3.81269 2.10623 -0.215
H -0.12338 -4.18633 -3.13268 0.119
H -0.29412 3.82080 -2.31950 0.008
H -2.83984 -1.33920 2.31694 -0.005
Cs 2.09997 0.01948 1.44874 1.102
H 3.41663 2.13291 -4.21804 -0.010
H 4.41636 -1.14655 -0.45862 -0.032
C 3.23936 -1.27222 -3.80708 -0.366
C -1.82807 -0.97423 2.12952 -0.326
O -0.81055 3.20661 1.72399 -0.446
C -4.19119 2.13329 -0.15879 -0.258
Sb 2.91500 0.25878 -2.30497 1.261
H 1.45034 -6.30532 -2.13048 0.136
H 1.73202 -6.10888 -0.38906 0.132
H 2.90489 5.28111 5.66059 0.095
C -2.80485 -4.79712 1.09385 -0.066
H 1.52620 -4.63695 1.52637 0.084
N 8.32747 -3.63253 2.37932 0.026
H 4.37510 4.60785 1.69809 0.108
C -5.73519 3.33574 -2.17903 -0.113
H 5.43252 -0.65635 -1.83443 0.002
O 3.79868 2.84918 0.12924 -0.374
C -3.43245 1.41316 0.91185 -0.310
C 2.78608 4.87450 4.66318 -0.091
H -4.90998 5.17273 -1.46832 0.095
N 0.98302 -4.43330 -1.29847 -0.037
O -0.82110 2.97555 4.14113 -0.344
```

Summary:
LUMO level = 3.388 eV
charge = -2
Kohn-Sham gap = 6.722 eV

---

3.
Density functional theory data (ωB97M-V/def2-TZVPD) for a molecular structure, C51H36CoIN4P.

Geometry as XYZ:
```
94
Properties=species:S:1:pos:R:3:lowdin_charge:R:1
H 1.44597 -2.71322 4.60952 0.101
C -3.60063 1.82907 0.78717 -0.031
C 0.42888 2.76465 -2.32721 -0.315
H -3.94536 -0.27646 4.37406 0.103
H -0.51874 -2.83434 4.21963 0.100
H -3.97842 2.84176 0.79073 0.114
C 0.45332 6.09694 0.29035 -0.095
C -4.02856 -2.93650 1.17141 -0.077
C 4.14558 -2.57002 0.12186 0.006
H -1.23455 -1.42378 -2.84663 0.084
C -2.50705 -0.67512 0.78324 -0.143
N -0.74455 0.47448 3.67843 0.083
I 1.22744 1.85045 1.63204 1.361
C 0.38129 4.32474 -4.18990 -0.072
H -5.18008 0.02751 -3.55049 0.102
P 0.19291 1.01355 -1.86859 1.104
C 3.01388 -0.51795 -0.32573 -0.143
C 3.38875 0.12635 2.94583 -0.187
C 0.45515 6.28303 -1.05607 -0.062
C 1.98049 -1.90578 4.12239 -0.048
H 0.42528 6.39314 -3.68451 0.111
H -3.54536 -1.83339 -3.48196 0.105
C -2.22988 1.61361 0.56196 -0.124
C 0.56204 3.64526 0.04488 -0.382
C 0.40847 -4.04347 1.39837 -0.014
C 0.48776 -2.77285 0.86708 -0.202
N 1.85470 -1.01028 0.04873 0.010
H -4.43575 2.32194 -2.98593 0.106
C 1.35230 -1.30797 -2.89542 -0.120
C 3.41524 -0.04786 -4.23319 -0.076
C -1.83990 -1.94173 0.84629 -0.203
C 0.50350 3.83837 -1.37792 -0.196
H -4.61062 -3.84033 1.30368 0.105
H -0.52374 -4.43066 1.77517 0.085
N -1.71034 0.40862 0.54292 0.020
H -5.48923 0.88958 1.11824 0.121
C 1.28755 -0.80374 3.61744 -0.212
C 2.78977 -4.43120 1.08642 -0.048
Co 0.13526 -0.09246 0.18902 0.181
C 0.47344 5.16218 -1.92223 -0.174
H -2.44127 1.61742 3.77280 0.109
H 3.95235 0.91902 2.46159 0.077
C 2.44669 0.70664 -3.58197 -0.089
H -2.20164 -4.04994 1.01281 0.087
C 3.34384 -1.43075 -4.23372 -0.084
H 5.04145 -3.17863 0.15739 0.122
C 4.19182 -1.28018 -0.32426 -0.026
H 3.02333 0.52141 -0.62789 0.102
C -2.31708 -1.69773 4.34316 -0.068
H 0.42203 6.94766 0.96103 0.098
C 1.56337 -4.85353 1.50479 -0.076
H 5.11449 -0.82606 -0.65684 0.113
H 2.25586 -3.14104 -3.52000 0.108
C -2.62929 -3.06123 1.01549 -0.012
H 3.66250 -5.06619 1.16363 0.109
H 0.43067 7.27608 -1.48921 0.105
H -2.92641 -2.55877 4.58815 0.109
H 0.55120 4.68868 1.89689 0.054
H 2.53408 1.78335 -3.57897 0.099
C 3.36102 -1.99467 4.05274 -0.092
H 3.86744 -2.86051 4.45999 0.100
C -1.48223 0.70171 -2.56814 -0.322
C 2.00024 0.22302 2.98688 -0.447
C -0.18719 -0.73213 3.80586 -0.246
C -4.15009 0.21615 -3.27711 -0.086
C -4.42440 0.75502 0.96815 0.003
C 1.78658 -2.30563 0.47777 -0.137
C 0.35254 3.01860 -3.67889 -0.130
C 2.30772 -2.06041 -3.55619 -0.073
C -3.73314 1.49881 -2.96093 -0.078
H 0.24101 2.19350 -4.37302 0.112
C -3.88843 -0.55172 0.97154 -0.165
N -0.48184 -1.82099 0.69181 0.025
H 1.45577 -5.84390 1.92980 0.105
H -1.54351 2.43908 0.39321 0.084
C -3.23442 -0.82536 -3.23933 -0.076
C 0.43306 5.37279 -3.31823 -0.035
C 4.07758 -0.95645 3.47656 -0.098
C -2.04818 0.61081 3.88538 -0.147
H -5.72833 -1.64646 1.31106 0.109
C -4.65801 -1.72611 1.17163 -0.049
H 0.33497 4.48907 -5.25851 0.103
H 4.09823 -2.01657 -4.74271 0.103
C -2.88697 -0.43902 4.22371 -0.071
C 0.51442 4.78589 0.81320 -0.211
C -2.41212 1.74003 -2.60979 -0.096
C -0.95904 -1.84865 4.13739 -0.025
H -2.10818 2.75074 -2.36806 0.109
H 4.23057 0.45501 -4.73732 0.104
H 0.60744 -1.82364 -2.30220 0.086
C 2.92227 -3.12134 0.55756 -0.153
C -1.91610 -0.58623 -2.88104 -0.083
H 5.15963 -0.99241 3.43060 0.100
C 1.38752 0.08965 -2.91938 -0.334
```

Summary:
LUMO level (spin up / spin down) = -0.139 / -0.159 eV
multiplicity = 2
Kohn-Sham gap (spin up / spin down) = 6.493 / 6.514 eV
<S²> = 0.772

---

4.
Density functional theory data (ωB97M-V/def2-TZVPD) for a molecular structure, C31H25LuN8O3S3.

Geometry as XYZ:
```
71
Properties=species:S:1:pos:R:3:lowdin_charge:R:1
N -1.43660 -1.27590 -1.35210 0.052
C 3.58200 0.87850 -1.33970 -0.019
C 2.30830 2.88270 1.19210 -0.155
H 1.30370 3.78940 -4.04480 0.108
N -1.79360 1.13830 -0.19460 0.055
H -0.43260 -3.04870 -1.42640 0.114
C -1.44650 -3.17930 2.86650 0.018
C -4.52600 -0.23520 -3.05410 -0.296
C 0.85390 1.81170 2.61410 -0.813
C 2.14800 -5.34870 1.59410 -0.032
C 4.65010 -6.54130 1.01830 -0.090
S -0.30640 0.58780 2.84400 0.610
N 1.30800 -1.15960 -1.72420 -0.064
H 0.11550 -5.27400 2.16280 0.108
H -5.11950 3.08380 -0.65800 0.120
C 1.94370 -2.54300 1.19740 -0.341
C 0.57850 2.62230 -2.29870 -0.132
Lu 0.46260 -0.13710 0.16200 1.583
C 1.96390 3.80700 3.35700 -0.080
H -0.45130 2.88250 -2.15050 0.093
H 2.14110 4.57210 4.09740 0.104
H 3.84430 0.07720 -2.03070 0.083
H -1.41640 -2.44370 3.67210 0.094
C 2.47250 1.68470 -1.91220 -0.451
H -1.19790 -4.15210 3.27190 0.068
H -1.29210 2.55190 1.20190 0.077
C 1.12400 2.75840 3.62290 -0.114
H 3.26300 0.42290 -0.39820 0.058
C -2.49640 -0.56160 -1.74430 -0.125
H -2.45430 -3.17930 2.45940 0.092
H 4.01290 -2.70020 0.64550 0.128
N -5.44200 -0.48490 -3.97770 -0.227
C -3.40710 -1.05770 -2.70450 -0.080
O 1.91250 -1.26290 1.07240 -0.259
C 1.43990 3.10370 -3.23510 -0.090
N 1.46250 1.87190 1.40300 -0.060
H 4.46500 1.49870 -1.17200 0.088
H 4.40590 -6.85220 2.03770 0.093
C 3.14550 -3.24870 0.97570 0.073
N 2.63940 2.50600 -2.97040 0.113
C 0.81070 -3.31750 1.65100 -0.098
H 0.63490 2.63270 4.57670 0.094
H 4.05400 -7.12220 0.30480 0.097
C 0.97200 -4.69270 1.85470 -0.033
C -1.28390 -2.50340 -1.81590 -0.117
H -1.97740 -4.09400 -3.07920 0.111
H -3.89010 -2.72870 -3.96180 0.121
C 1.35220 -0.98540 -2.88870 -1.021
H -3.40260 3.82170 1.02410 0.112
H 3.23890 4.68880 1.84500 0.094
C -4.18220 2.56320 -0.52930 0.018
C 3.25490 -4.61430 1.14160 -0.268
C -4.78690 0.97860 -2.34710 -0.299
C -0.47630 -2.68480 1.82120 -0.377
H 2.78690 2.90320 0.22390 0.087
H 2.19660 -6.41840 1.71890 0.098
C -3.23980 2.96320 0.39090 -0.019
N 1.22540 1.73650 -1.47970 0.002
S 1.40620 -0.71320 -4.45190 0.550
O -0.81170 -1.68860 1.15770 -0.204
O 4.46510 -5.15820 0.84190 -0.073
C -2.05290 2.23590 0.49860 -0.133
H 5.70730 -6.71740 0.82840 0.092
C -3.20450 -2.34070 -3.22240 0.020
H 3.48100 2.59740 -3.51530 0.165
C 2.57520 3.87940 2.10330 -0.080
N -5.88860 1.58210 -2.76870 -0.227
C -3.90710 1.43880 -1.31430 -0.083
C -2.71520 0.71580 -1.07890 -0.127
S -6.53550 0.70400 -3.96540 1.011
C -2.14450 -3.08230 -2.74790 -0.014
```

Summary:
LUMO level = -0.754 eV
Kohn-Sham gap = 6.321 eV

---

5.
Density functional theory data (ωB97M-V/def2-TZVPD) for 2 unconnected molecules or ions with the total composition C5H5O2.

Geometry as XYZ:
```
12
Properties=species:S:1:pos:R:3:lowdin_charge:R:1
H -2.52175 0.33455 0.57967 0.143
H -1.11738 2.10406 -0.52389 0.154
C 0.71899 0.98760 -0.23061 -0.108
C -1.48929 0.15625 0.31748 0.039
C -0.68397 1.18188 -0.15947 0.111
O 0.13670 -1.46192 -0.24288 0.141
H 3.95471 -1.55699 -0.33762 0.103
C 1.09395 -0.52392 -0.22468 -0.099
C -1.04216 -1.15186 0.23972 0.036
H -1.69027 -2.00581 0.41508 0.173
O 1.24754 0.24165 0.86321 0.140
H 1.39292 1.69450 -0.69600 0.167
```

Summary:
LUMO level (spin up / spin down) = -7.213 / -6.587 eV
charge = +1
Kohn-Sham gap (spin up / spin down) = 7.133 / 8.722 eV

---

What are the strongest force on any atom values for these records? In order: 3.05, 1.62, 0.32, 1.67, 1.60 eV/A.